Entry 1:
ORCA calculation (wB97M-V/def2-TZVPD) on C16H19BN6PtSe as an isolated structure in a non-equilibrium geometry.

Its HOMO-LUMO gap (alpha / beta) is 6.3 / 4.8 eV. As for the energy above the lowest of the compared OMol25 structures with the same formula, charge and spin: 0.350 eV. Its expectation value of S² is 2.044. As for the LUMO energy (alpha / beta): -8.40 / -10.08 eV. As for the energy: -3494.4461 hartree.

Structure (ORCA input):
```
! RIJCOSX wB97M-V def2-TZVPD def2/J DEFGRID3
* xyz 2 3
C 3.0327 -0.8748 -0.4369
N 1.7092 -0.7574 -0.7248
N 1.5380 0.1588 -1.7499
C 2.7854 0.4796 -2.1972
C 3.7321 -0.1191 -1.3791
B 0.2138 0.4144 -2.5741
N -0.6310 -0.8871 -2.3658
N -0.5431 -1.7808 -1.3172
C -1.2348 -2.9033 -1.6317
C -1.7133 -2.7554 -2.9300
C -1.3101 -1.5074 -3.3709
Pt 0.2915 -1.4971 0.5179
N -0.4045 1.9369 -2.6387
N -1.1977 2.7033 -1.7505
C -1.4029 3.8949 -2.3256
C -0.7793 3.9502 -3.5978
C -0.1653 2.7045 -3.7452
H -1.9584 4.7073 -1.8770
H 0.4072 2.3256 -4.5810
H -0.7729 4.7523 -4.3001
H 0.6066 0.2768 -3.7490
H -1.4653 -0.9867 -4.3047
H 2.8903 1.0988 -3.0788
H -2.3192 -3.4570 -3.4651
H 4.7945 -0.0116 -1.4446
H -1.3338 -3.7079 -0.9217
H 3.3826 -1.4594 0.4026
H -1.6938 -0.1349 0.4573
C -1.5165 -1.0314 1.0702
H -2.2170 -1.8250 0.7620
H 0.7831 -2.7089 1.2981
H -1.6270 -0.7971 2.1342
Se 0.6808 0.8656 1.7421
C 0.3052 0.4278 3.4899
C -0.6758 1.1691 4.1880
C -1.2082 0.6499 5.3598
C -0.7067 -0.5518 5.8879
C 0.4040 -1.1724 5.2954
C 0.9486 -0.6537 4.1279
H -1.0746 2.0732 3.7275
H -2.0258 1.1762 5.8552
H -1.1534 -0.9796 6.7847
H 0.8408 -2.0703 5.7365
H 1.7841 -1.1353 3.6200
*
```

Entry 2:
ORCA calculation (wB97M-V/def2-TZVPD) on a single C9H18Si molecule in a non-equilibrium geometry.

Its HOMO-LUMO gap is 9.5 eV. As for the energy above the lowest of the compared OMol25 structures with the same formula, charge and spin: 1.479 eV. As for the LUMO energy: 0.91 eV. As for the energy: -643.1215 hartree.

Structure (ORCA input):
```
! RIJCOSX wB97M-V def2-TZVPD def2/J DEFGRID3
* xyz 0 1
C -3.6716 0.6745 0.0244
C -2.4229 -0.0678 -0.2873
C -2.5697 -1.4947 -0.7893
C -1.2113 0.5032 -0.3207
C -0.5830 1.8255 -0.0240
C 0.2040 0.7525 -0.7336
Si 1.7142 -0.0045 0.0336
C 3.2333 1.0834 -0.5839
C 2.0579 -1.7740 -0.7843
C 1.4483 0.0933 1.8798
H -3.3279 1.7784 0.2149
H -3.9891 0.3254 1.0004
H -4.3644 0.3469 -0.7984
H -2.7752 -2.2463 0.0000
H -1.6571 -1.9809 -1.2075
H -3.4568 -1.6406 -1.5140
H -0.3812 2.0867 1.0561
H -0.9200 2.7633 -0.5771
H 0.2504 1.1227 -1.8414
H 2.8036 2.0836 -0.9513
H 4.0287 1.3255 0.0893
H 3.4292 0.5931 -1.6255
H 1.4876 -1.8577 -1.7916
H 3.0748 -1.8355 -1.0526
H 1.7215 -2.6046 -0.1387
H 0.2826 0.1970 1.9970
H 1.5707 -0.9300 2.3145
H 2.0814 0.8190 2.3888
*
```